No. 1
Molecular formula: C5H12NO
Method: DFT, the ωB97M-V functional and the def2-TZVPD basis

Summary:
**Frontier orbital gap**: 10.1901 eV
**Structure (SMILES)**: C=CC[C@@H]([NH3+])CO
**Net charge**: +1

Bonds (Å) are listed after each position.
Atoms and positions in Å:
1 O -1.34926 1.86237 -1.20541  C3 1.398, H15 0.948
2 N -1.39721 0.68803 1.37313  C4 1.570, H12 1.026, H14 1.026, H18 1.018
3 C -0.20709 1.33132 -0.59779  O1 1.398, C4 1.513, H16 1.106, H17 1.096
4 C -0.53983 0.09061 0.20162  N2 1.570, C3 1.513, C6 1.519, H8 1.087
5 C 1.44675 -1.77991 -1.24203  C7 1.328, H11 1.085, H13 1.076
6 C 0.67498 -0.57904 0.81967  C4 1.519, C7 1.551, H10 1.098, H19 1.093
7 C 1.04112 -1.85678 0.02046  C5 1.328, C6 1.551, H9 1.082
8 H -1.11143 -0.55671 -0.45812  C4 1.087
9 H 0.96519 -2.76505 0.60406  C7 1.082
10 H 1.60385 0.00222 0.74577  C6 1.098
11 H 1.38357 -0.82184 -1.74639  C5 1.085
12 H -2.29606 0.22400 1.54458  N2 1.026
13 H 1.80658 -2.56020 -1.88918  C5 1.076
14 H -1.63142 1.67324 1.21084  N2 1.026
15 H -1.22511 1.99974 -2.13481  O1 0.948
16 H 0.34081 2.11734 -0.04593  C3 1.106
17 H 0.62062 1.16801 -1.29702  C3 1.096
18 H -0.85998 0.67352 2.23763  N2 1.018
19 H 0.73392 -0.91089 1.85891  C6 1.093

No. 2
Molecular formula: C5H12NO
Method: DFT, the ωB97M-V functional and the def2-TZVPD basis

Summary:
**Frontier orbital gap**: 11.0457 eV
**Structure (SMILES)**: OC[C@@H]1CCC[NH2+]1
**Net charge**: +1

Bonds (Å) are listed after each position.
Atoms and positions in Å:
1 O -1.92664 1.90445 0.22140  C4 1.391, H8 0.966
2 N 0.37850 -0.82559 0.94463  C6 1.646, C7 1.516, H10 1.000, H11 1.014
3 C 0.17011 0.15321 -1.17874  C5 1.673, C7 1.529, H15 1.052, H19 1.078
4 C -1.53264 0.60739 0.53284  O1 1.391, C7 1.475, H12 1.176, H17 1.108
5 C 1.56922 -0.76212 -1.23559  C3 1.673, C6 1.552, H16 1.071, H18 1.132
6 C 1.68730 -1.43850 0.15633  N2 1.646, C5 1.552, H9 1.107, H13 1.160
7 C -0.08409 0.46409 0.29629  N2 1.516, C3 1.529, C4 1.475, H14 1.114
8 H -2.59569 2.10227 0.88919  O1 0.966
9 H 1.38164 -2.50240 0.18119  C6 1.107
10 H -0.29054 -1.56844 0.95923  N2 1.000
11 H 0.70509 -0.84226 1.90439  N2 1.014
12 H -2.19977 -0.07005 -0.15965  C4 1.176
13 H 2.45714 -1.27810 1.00882  C6 1.160
14 H 0.44730 1.37285 0.66008  C7 1.114
15 H 0.17949 0.85785 -1.96017  C3 1.052
16 H 2.38523 -0.06906 -1.21516  C5 1.071
17 H -1.85520 0.42849 1.57802  C4 1.108
18 H 1.83234 -1.49210 -2.06010  C5 1.132
19 H -0.54268 -0.53998 -1.59623  C3 1.078

No. 3
Molecular formula: C5H12NO
Method: DFT, the ωB97M-V functional and the def2-TZVPD basis

Summary:
**Frontier orbital gap**: 10.1982 eV
**Structure (SMILES)**: C=CC[C@@H]([NH3+])CO
**Net charge**: +1

Bonds (Å) are listed after each position.
Atoms and positions in Å:
1 O 1.22440 1.46055 -1.71919  C7 1.425, H14 0.965
2 N 2.09586 0.45090 0.39555  C6 1.539, H8 1.021, H9 1.026, H19 1.030
3 C -2.56951 -1.15581 0.42455  C5 1.327, H13 1.068, H18 1.091
4 C -0.03480 -1.00376 0.56211  C5 1.515, C6 1.543, H10 1.097, H15 1.114
5 C -1.45421 -0.81137 1.05600  C3 1.327, C4 1.515, H12 1.092
6 C 0.56465 0.38354 0.25257  N2 1.539, C4 1.543, C7 1.573, H16 1.104
7 C 0.06062 0.85598 -1.16108  O1 1.425, C6 1.573, H11 1.096, H17 1.101
8 H 2.32101 0.64665 1.37179  N2 1.021
9 H 2.46998 -0.46055 0.10766  N2 1.026
10 H -0.15838 -1.69863 -0.27766  C4 1.097
11 H -0.67508 1.65059 -0.99148  C7 1.096
12 H -1.42769 -0.33322 2.03739  C5 1.092
13 H -2.57262 -1.57667 -0.55672  C3 1.068
14 H 1.14478 1.63717 -2.66496  O1 0.965
15 H 0.53906 -1.58642 1.31842  C4 1.114
16 H 0.21414 1.13842 0.97826  C6 1.104
17 H -0.55144 0.17313 -1.76980  C7 1.101
18 H -3.54973 -0.98967 0.87396  C3 1.091
19 H 2.35895 1.21918 -0.23736  N2 1.030

No. 4
Molecular formula: C5H12NO
Method: DFT, the ωB97M-V functional and the def2-TZVPD basis

Summary:
**Frontier orbital gap (alpha / beta)**: 7.6524 / 4.6805 eV
**2S+1**: 2
**Net charge**: +2
**Expectation value of S²**: 0.756

Bonds (Å) are listed after each position.
Atoms and positions in Å:
1 O 3.29191 0.32295 -1.09694  H9 0.933, H16 0.978
2 N 0.50347 0.97322 0.65677  C3 1.472, C5 1.277, H19 1.023
3 C -0.49786 0.43213 -0.27741  N2 1.472, C4 1.480, C6 1.381
4 C -0.79123 -1.01696 -0.20390  C3 1.480, C7 1.490, H12 1.113, H17 1.153
5 C 0.83190 0.41600 1.75763  N2 1.277, H10 1.084, H15 1.172
6 C -1.02196 1.29065 -1.22400  C3 1.381, H13 1.210, H18 1.171
7 C -2.16577 -1.15970 0.35354  C4 1.490, H8 1.067, H11 1.142, H14 1.096
8 H -3.00404 -0.66124 -0.07836  C7 1.067
9 H 4.17383 0.23438 -0.80558  O1 0.933
10 H 1.61136 0.89601 2.33910  C5 1.084
11 H -2.79586 -2.06500 0.65092  C7 1.142
12 H -0.69333 -1.34648 -1.26259  C4 1.113
13 H -0.24844 2.21904 -1.28101  C6 1.210
14 H -1.81582 -0.54456 1.19040  C7 1.096
15 H 0.43335 -0.61895 2.13613  C5 1.172
16 H 3.04658 -0.46886 -1.61668  O1 0.978
17 H -0.15538 -1.75305 0.41440  C4 1.153
18 H -1.78435 1.06417 -2.08284  C6 1.171
19 H 1.08164 1.78625 0.43042  N2 1.023

No. 5
Molecular formula: C5H12NO2
Method: DFT, the ωB97M-V functional and the def2-TZVPD basis

Summary:
**Frontier orbital gap**: 6.0571 eV
**Structure (SMILES)**: N[C@@H](C[O-])CCCO
**Net charge**: -1

Bonds (Å) are listed after each position.
Atoms and positions in Å:
1 O -1.41132 1.77114 2.04410  C8 1.436, H11 1.046
2 O 2.21650 -2.04726 0.00758  C6 1.237
3 N 0.42534 0.19053 -2.44922  C7 1.546, H15 1.066, H16 0.958
4 C -0.49616 -0.20614 1.19979  C5 1.471, C8 1.579, H13 1.113, H14 1.122
5 C -0.45946 0.34778 -0.16204  C4 1.471, C7 1.615, H9 1.226, H10 1.152
6 C 2.07727 -0.99647 -0.63050  O2 1.237, C7 1.740, H17 1.178, H19 1.141
7 C 0.45711 -0.58279 -1.11133  N3 1.546, C5 1.615, C6 1.740, H18 1.091
8 C -1.76197 0.38309 1.93755  O1 1.436, C4 1.579, H12 1.074, H20 1.082
9 H -1.54767 0.30726 -0.72579  C5 1.226
10 H -0.20219 1.46963 -0.21858  C5 1.152
11 H -1.69523 2.16092 1.11539  O1 1.046
12 H -1.86266 0.09618 2.96745  C8 1.074
13 H 0.32009 -0.00875 1.92976  C4 1.113
14 H -0.28745 -1.28396 1.43080  C4 1.122
15 H 1.06059 -0.34834 -3.11461  N3 1.066
16 H 0.94730 0.98946 -2.36936  N3 0.958
17 H 2.44402 -1.17047 -1.73622  C6 1.178
18 H -0.06180 -1.54297 -1.11148  C7 1.091
19 H 2.55636 0.02125 -0.44010  C6 1.141
20 H -2.71867 0.44992 1.43682  C8 1.082

No. 6
Molecular formula: C5H12NO2
Method: DFT, the ωB97M-V functional and the def2-TZVPD basis

Summary:
**Frontier orbital gap**: 6.4264 eV
**Net charge**: -1

Bonds (Å) are listed after each position.
Atoms and positions in Å:
1 O 2.32205 0.00070 2.12028  C8 1.320
2 O 2.91588 0.73944 -0.91599  H14 0.982, H16 0.973
3 N 0.99691 -0.79349 0.33711  C6 1.454, C8 1.511, H19 1.009
4 C -2.29500 1.38257 -1.69857  C5 1.338, H15 1.083, H17 1.086
5 C -1.25684 0.92406 -0.98975  C4 1.338, C7 1.496, H9 1.084
6 C -0.33061 -1.24132 -0.05250  N3 1.454, C7 1.510, H11 1.112, H18 1.089
7 C -1.39483 -0.17296 0.01756  C5 1.496, C6 1.510, H10 1.075, H20 1.101
8 C 1.09724 -0.35407 1.77895  O1 1.320, N3 1.511, H12 1.118, H13 1.133
9 H -0.26898 1.32966 -1.17708  C5 1.084
10 H -1.52431 0.28321 0.98253  C7 1.075
11 H -0.65713 -2.09277 0.58472  C6 1.112
12 H 0.39383 0.51053 1.85971  C8 1.118
13 H 0.60916 -1.16506 2.40194  C8 1.133
14 H 2.18258 0.46946 -0.32194  O2 0.982
15 H -3.28957 0.96801 -1.59324  C4 1.083
16 H 3.60313 0.62601 -0.23613  O2 0.973
17 H -2.14969 2.38066 -2.10127  C4 1.086
18 H -0.24714 -1.77628 -0.99698  C6 1.089
19 H 1.70233 -1.41705 -0.02606  N3 1.009
20 H -2.40901 -0.60129 0.02671  C7 1.101

No. 7
Molecular formula: C5H12NO2
Method: DFT, the ωB97M-V functional and the def2-TZVPD basis

Summary:
**Frontier orbital gap**: 6.6272 eV
**Net charge**: -1

Bonds (Å) are listed after each position.
Atoms and positions in Å:
1 O 1.14381 1.67885 2.67617  H17 0.963, H19 1.064
2 O -0.69544 2.60845 1.41423  C7 1.337
3 N 0.64764 -2.37084 -2.44153  C5 1.327, C8 1.609
4 C 0.07429 0.72890 -0.00437  C6 1.454, C7 1.585, H14 1.150, H18 1.102
5 C -0.38986 -2.80542 -1.73788  N3 1.327, C8 1.821, H13 1.090, H20 1.113
6 C -0.39167 -0.51208 -0.60117  C4 1.454, C8 1.621, H11 1.124, H16 1.140
7 C -1.08899 1.59026 0.64241  O2 1.337, C4 1.585, H12 1.094, H15 1.124
8 C 0.75505 -1.56592 -1.05215  N3 1.609, C5 1.821, C6 1.621, H9 1.133, H10 1.158
9 H 1.48275 -0.76149 -1.37967  C8 1.133
10 H 1.36964 -2.18262 -0.28937  C8 1.158
11 H -0.76240 -1.12870 0.26200  C6 1.124
12 H -1.82480 0.88815 1.04449  C7 1.094
13 H -1.39185 -2.37643 -1.73091  C5 1.090
14 H 0.94010 0.42720 0.68910  C4 1.150
15 H -1.60840 2.00603 -0.26312  C7 1.124
16 H -1.26186 -0.58071 -1.33373  C6 1.140
17 H 0.61077 1.33315 3.40031  O1 0.963
18 H 0.51365 1.47061 -0.69116  C4 1.102
19 H 0.37749 2.27138 2.23678  O1 1.064
20 H -0.31850 -3.68348 -1.05828  C5 1.113

No. 8
Molecular formula: C5H12NO2
Method: DFT, the ωB97M-V functional and the def2-TZVPD basis

Summary:
**Frontier orbital gap**: 10.1779 eV
**Structure (SMILES)**: [NH3+][C@@H](C=O)CCCO
**Net charge**: +1

Bonds (Å) are listed after each position.
Atoms and positions in Å:
1 O -1.70574 -1.53981 -2.32699  C7 1.407, H16 0.975
2 O 0.55507 2.95001 1.62001  C6 1.199
3 N 1.25753 0.46959 1.72148  C5 1.507, H15 1.029, H19 1.023, H20 1.026
4 C 0.42482 0.39728 -0.60723  C5 1.520, C8 1.527, H9 1.093, H14 1.093
5 C 0.08191 0.76550 0.82696  N3 1.507, C4 1.520, C6 1.530, H18 1.094
6 C -0.19444 2.26244 0.98556  O2 1.199, C5 1.530, H12 1.097
7 C -1.23488 -1.48975 -1.00156  O1 1.407, C8 1.544, H11 1.096, H13 1.101
8 C 0.25355 -1.08592 -0.92914  C4 1.527, C7 1.544, H10 1.101, H17 1.080
9 H 1.41168 0.77920 -0.88275  C4 1.093
10 H 0.69870 -1.66445 -0.10482  C8 1.101
11 H -1.42152 -2.42060 -0.45303  C7 1.096
12 H -1.10879 2.69499 0.56148  C6 1.097
13 H -1.89026 -0.73847 -0.53516  C7 1.101
14 H -0.19003 1.00628 -1.27462  C4 1.093
15 H 1.32755 1.14216 2.49767  N3 1.029
16 H -1.47960 -2.38817 -2.74991  O1 0.975
17 H 0.77016 -1.40882 -1.82038  C8 1.080
18 H -0.81748 0.23711 1.15542  C5 1.094
19 H 2.11468 0.48566 1.16398  N3 1.023
20 H 1.14710 -0.45424 2.15303  N3 1.026

The calculation returns the following ΔE to the lowest compared entry with this formula, charge and spin values, one per record and in order: 34.77 39.44 27.75 101.84 120.85 80.43 166.21 31.85 kcal/mol.